Model i:
{
  "formula": "C4H14N3O",
  "method": "ωB97M-V/def2-TZVPD",
  "symbols": ["N", "C", "N", "O", "H", "H", "H", "H", "C", "C", "C", "N", "H", "H", "H", "H", "H", "H", "H", "H", "H", "H"],
  "xyz": [[-2.6407, 1.3018, -0.3427], [-1.9275, 1.9238, 0.6669], [-2.3694, 3.1847, 0.9716], [-0.9415, 1.3900, 1.2201], [-2.5022, 0.2883, -0.3067], [-3.6189, 1.5283, -0.3579], [-1.7478, 3.7495, 1.4661], [-2.9902, 3.6291, 0.2748], [0.2061, -1.5547, -1.0744], [1.1786, -1.4919, 0.0764], [2.6376, -1.8992, -0.3439], [1.2443, -0.0482, 0.5121], [-0.9073, -1.5139, -0.8061], [0.4829, -0.7179, -1.8095], [0.1697, -2.4940, -1.6774], [0.8587, -2.0512, 0.9450], [3.0384, -1.4498, -1.2923], [2.6127, -2.9966, -0.4926], [3.3861, -1.7093, 0.4485], [0.2899, 0.3475, 0.8274], [1.9146, 0.0286, 1.3394], [1.6259, 0.5550, -0.2449]],
  "gap_ev": 11.409,
  "homo_energy_ev": -14.188,
  "total_charge": 1
}

Model ii:
{
  "formula": "C4H14N3O",
  "method": "ωB97M-V/def2-TZVPD",
  "symbols": ["C", "C", "C", "N", "C", "N", "N", "H", "H", "H", "H", "H", "H", "H", "H", "H", "H", "H", "H", "H", "H", "O"],
  "xyz": [[0.4483, 1.4850, 0.3419], [-0.7071, 1.0925, 1.2177], [-1.6201, -0.0223, 0.6296], [-2.8490, -2.1032, -0.7951], [-1.5270, -1.8599, -0.8618], [-0.9082, -0.9447, -0.2163], [1.4013, 0.3534, 0.2997], [1.0041, 2.3510, 0.7033], [0.1295, 1.7259, -0.6733], [-0.4273, 0.8047, 2.2301], [-1.3486, 1.9595, 1.3713], [-2.0903, -0.5114, 1.4949], [-2.4362, 0.4720, 0.1078], [-3.2926, -2.8035, -1.3704], [-3.3944, -1.5905, -0.1215], [-1.0015, -2.4261, -1.6189], [0.8177, -0.4251, -0.1227], [1.6446, 0.1207, 1.2600], [2.2496, 0.5088, -0.2592], [5.1283, 0.8013, -0.6303], [4.5046, 0.3253, -1.9249], [4.2743, 0.6868, -1.0615]],
  "gap_ev": 10.349,
  "homo_energy_ev": -12.862,
  "total_charge": 1
}

Most stable pick: model i. Distance to second place: 0.0255 hartree.

Model i:
{
  "formula": "C21H18Cl3N4O3SZr",
  "method": "ωB97M-V/def2-TZVPD",
  "symbols": ["Zr", "Cl", "C", "C", "C", "Cl", "C", "O", "C", "Cl", "C", "H", "H", "O", "C", "O", "C", "C", "C", "C", "C", "C", "N", "C", "C", "C", "C", "C", "C", "N", "H", "H", "H", "H", "H", "H", "H", "H", "H", "H", "C", "N", "C", "N", "S", "H", "H", "H", "H", "H", "H"],
  "xyz": [[-0.1979, 1.0114, 0.2228], [5.7900, 1.1981, 4.7139], [4.7220, 1.1264, 3.3431], [3.3683, 1.3825, 3.5434], [2.3914, 1.2084, 2.6042], [0.7280, 1.3060, 3.0409], [2.7300, 0.9057, 1.2424], [1.8152, 0.6971, 0.2679], [4.1404, 0.7821, 1.0109], [4.7779, 0.3648, -0.5470], [5.1149, 0.9225, 2.0332], [3.0611, 1.6440, 4.5441], [6.1293, 0.8528, 1.7742], [0.4044, -6.1793, -1.2067], [-0.6248, -5.8470, -0.3700], [-1.3903, -6.6711, -0.0229], [-0.7229, -4.4859, 0.2602], [0.3217, -3.5618, 0.3647], [0.0595, -2.2953, 0.8298], [-1.2581, -1.8392, 1.0803], [-2.3066, -2.7574, 1.0293], [-1.9955, -4.0672, 0.7260], [-1.4944, -0.4269, 1.1898], [-2.7347, 0.0316, 1.4268], [-3.0194, 1.4146, 1.1801], [-4.2595, 2.0416, 1.3912], [-4.3188, 3.4232, 1.3652], [-3.1357, 4.1559, 1.1560], [-1.9281, 3.4999, 0.9121], [-1.9032, 2.1904, 0.8039], [0.9286, -5.3893, -1.6103], [1.3680, -3.8498, 0.0795], [0.8251, -1.5279, 0.8844], [-3.3208, -2.4597, 1.3096], [-2.7623, -4.8445, 0.8755], [-3.5536, -0.6239, 1.7382], [-5.1417, 1.3919, 1.4503], [-5.2603, 3.9784, 1.5729], [-3.1689, 5.2582, 1.2037], [-0.9845, 4.0105, 0.7817], [0.4683, 1.3768, -5.7843], [-0.2018, 0.7613, -4.5969], [0.3775, 0.7488, -3.3819], [1.7124, 1.0417, -3.2363], [-0.6831, 0.3566, -2.0270], [-0.2627, 1.3616, -6.6009], [1.3745, 0.8399, -6.0428], [0.8059, 2.3953, -5.5210], [-1.1824, 0.5686, -4.7077], [2.3511, 1.3453, -4.0051], [2.0464, 1.2323, -2.2914]],
  "gap_ev": 4.636,
  "homo_energy_ev": -16.365,
  "total_charge": 3
}

Model ii:
{
  "formula": "C21H18Cl3N4O3SZr",
  "method": "ωB97M-V/def2-TZVPD",
  "symbols": ["Zr", "Cl", "C", "C", "C", "Cl", "C", "O", "C", "Cl", "C", "H", "H", "O", "C", "O", "C", "C", "C", "C", "C", "C", "N", "C", "C", "C", "C", "C", "C", "N", "H", "H", "H", "H", "H", "H", "H", "H", "H", "H", "C", "N", "C", "N", "S", "H", "H", "H", "H", "H", "H"],
  "xyz": [[-12.2360, -0.1208, 15.1223], [-11.1805, 1.1723, 22.1198], [-11.3371, 0.4688, 20.5281], [-12.1205, 1.1335, 19.5187], [-12.1816, 0.6596, 18.2341], [-13.0127, 1.5790, 16.9573], [-11.4101, -0.4205, 17.9024], [-11.3523, -0.8903, 16.6189], [-10.7294, -1.1763, 18.8699], [-9.8434, -2.5904, 18.4228], [-10.6664, -0.7395, 20.1875], [-12.6047, 2.0510, 19.8224], [-10.1139, -1.2495, 20.9623], [-6.8636, -2.0195, 9.8056], [-7.8408, -2.9280, 10.0738], [-7.8240, -3.9825, 9.4515], [-8.8562, -2.5366, 11.0626], [-9.6742, -3.6272, 11.5521], [-10.6060, -3.3601, 12.5062], [-10.8191, -2.0559, 12.9999], [-10.1034, -1.0252, 12.3980], [-9.1155, -1.2530, 11.4699], [-11.8336, -1.8600, 13.8832], [-12.5961, -2.8958, 14.4014], [-13.6516, -2.6373, 15.2809], [-14.2983, -3.6407, 16.0247], [-15.2757, -3.3185, 16.9289], [-15.7628, -1.9771, 16.9311], [-15.1780, -1.0530, 16.1485], [-14.0460, -1.2960, 15.3444], [-6.7841, -1.3507, 10.5338], [-9.6127, -4.6574, 11.1407], [-11.2494, -4.1528, 12.8397], [-10.3175, -0.0072, 12.6559], [-8.6055, -0.3584, 11.0847], [-12.1415, -3.8886, 14.5210], [-14.0127, -4.6222, 15.7183], [-15.5726, -3.9811, 17.6988], [-16.5527, -1.6587, 17.6059], [-15.5320, 0.0195, 16.1659], [-7.8568, 1.8613, 17.0909], [-8.9820, 2.1837, 16.2373], [-9.5332, 1.3441, 15.3482], [-8.9893, 0.1369, 15.0182], [-10.8879, 1.9889, 14.3641], [-7.3164, 2.7598, 17.4375], [-7.1743, 1.1768, 16.5275], [-8.2888, 1.3581, 18.0136], [-9.3122, 3.1503, 16.1848], [-8.4760, -0.4803, 15.6309], [-9.1664, -0.2169, 14.0442]],
  "gap_ev": [5.207, 5.205],
  "homo_energy_ev": [-17.298, -17.298],
  "total_charge": 3
}

Most stable pick: model i. Distance to second place: 0.0319 hartree.

Model i:
{
  "formula": "C5H6N2S",
  "method": "ωB97M-V/def2-TZVPD",
  "symbols": ["N", "C", "C", "C", "C", "C", "S", "N", "H", "H", "H", "H", "H", "H"],
  "xyz": [[-2.5986, -2.3743, 0.3482], [-1.7628, -1.6550, -0.0383], [-0.7285, -0.7680, -0.3979], [0.4994, -0.7487, 0.5063], [0.3289, 0.7834, 0.5428], [1.3530, 1.3983, -0.2962], [1.1716, 2.4898, -1.5126], [-0.9749, 0.6027, -0.0106], [-0.4604, -0.9217, -1.4365], [0.3175, -1.3010, 1.4834], [1.4310, -1.0934, 0.0370], [0.2686, 1.2484, 1.5576], [2.2927, 1.0812, -0.0166], [-1.1375, 1.2583, -0.7667]],
  "gap_ev": 8.602,
  "homo_energy_ev": -9.479,
  "smiles": "N#C[C@@H]1C[C@@H](C=S)N1"
}

Model ii:
{
  "formula": "C5H6N2S",
  "method": "ωB97M-V/def2-TZVPD",
  "symbols": ["C", "C", "C", "C", "C", "H", "H", "H", "H", "H", "H", "N", "N", "S"],
  "xyz": [[0.3574, -1.3761, -0.9204], [-0.2814, 0.4067, 0.5669], [-0.4743, 2.2075, -0.7638], [-0.5466, 1.2673, -1.6284], [-0.4929, -0.0773, -0.8863], [-0.0418, -2.3857, -1.5136], [1.3669, -1.1737, -1.5128], [-0.0550, 2.4941, 1.2427], [-0.5253, 3.2722, -0.7324], [-0.5075, 1.0814, -2.7169], [-1.5596, -0.4401, -1.0642], [0.1580, -0.3239, 1.5686], [-0.5665, 1.7493, 0.6183], [0.8006, -1.7122, 0.7988]],
  "gap_ev": 8.253,
  "homo_energy_ev": -7.458
}

Model iii:
{
  "formula": "C5H6N2S",
  "method": "ωB97M-V/def2-TZVPD",
  "symbols": ["S", "C", "C", "C", "C", "N", "N", "C", "H", "H", "H", "H", "H", "H"],
  "xyz": [[1.0522, -2.0926, -1.1049], [-0.0746, -1.6790, 0.2728], [-0.2558, -0.1819, 0.3093], [-1.0050, 0.5076, -0.6242], [-1.1071, 1.8912, -0.4861], [-0.5222, 2.5808, 0.4897], [0.2062, 1.9230, 1.3995], [0.3277, 0.6096, 1.3051], [0.9661, -3.4191, -0.9710], [-1.0288, -2.1462, 0.1421], [0.3456, -2.0144, 1.2168], [-1.5088, 0.0090, -1.4739], [-1.6505, 2.4945, -1.1881], [0.9418, 0.1474, 2.0654]],
  "gap_ev": 9.693,
  "homo_energy_ev": -9.458,
  "smiles": "SCc1ccnnc1"
}

Model iv:
{
  "formula": "C5H6N2S",
  "method": "ωB97M-V/def2-TZVPD",
  "symbols": ["H", "N", "C", "C", "C", "N", "S", "C", "C", "H", "H", "H", "H", "H"],
  "xyz": [[2.0166, 0.8718, 0.4772], [1.4872, 1.4687, -0.2256], [0.3800, 0.9381, -0.5329], [-0.3965, 1.5037, -1.5965], [-0.6833, 2.3409, -2.4368], [-0.1917, -0.3280, 0.0092], [-1.9635, -0.2983, 0.1443], [0.6731, -1.3200, 0.5535], [0.2121, -2.1749, 1.4680], [-1.2377, 2.7847, -3.2628], [-2.0739, 0.4327, 1.2262], [1.7084, -1.2633, 0.1437], [-0.6750, -1.9716, 2.0187], [0.7443, -2.9844, 2.0139]],
  "gap_ev": 9.287,
  "homo_energy_ev": -8.821,
  "smiles": "[H]/N=C(/C#C)N(S)C=C"
}

Most stable pick: model iii. Distance to second place: 0.0425 hartree.

Model i:
{
  "formula": "C5H6N2S",
  "method": "ωB97M-V/def2-TZVPD",
  "symbols": ["H", "N", "C", "N", "C", "S", "C", "C", "C", "H", "H", "H", "H", "H"],
  "xyz": [[0.1034, 2.6042, 0.0419], [0.4340, 1.6985, 0.0365], [-0.5389, 0.8612, -0.0306], [-1.9282, 1.3410, -0.1425], [-2.6881, 0.2879, -0.0609], [-1.9891, -1.2755, 0.0141], [-0.4542, -0.6111, 0.0722], [0.7157, -1.1843, -0.2259], [2.0217, -0.5355, -0.0148], [-3.8110, 0.2757, 0.1212], [0.7031, -2.3007, -0.0744], [2.0496, 0.4986, 0.1844], [2.8586, -0.7688, -0.7423], [2.5235, -0.8913, 0.8212]],
  "gap_ev": 8.393,
  "homo_energy_ev": -8.557,
  "smiles": "[H]/N=C1\\N=CS\\C1=C\\C"
}

Model ii:
{
  "formula": "C5H6N2S",
  "method": "ωB97M-V/def2-TZVPD",
  "symbols": ["N", "C", "C", "N", "C", "C", "S", "C", "H", "H", "H", "H", "H", "H"],
  "xyz": [[-2.6339, -1.4647, 0.2025], [-1.7456, -0.7440, 0.0843], [-0.5703, 0.1045, 0.0091], [-0.7254, 1.5096, 0.0516], [0.2689, -0.3375, -1.3128], [1.5665, -0.3093, -1.1455], [2.1028, -0.3588, 0.5337], [0.3673, -0.2897, 1.1774], [-1.2176, 1.8544, 0.8002], [0.1958, 1.8918, 0.1224], [-0.3659, -0.2668, -2.1766], [2.2763, -0.7041, -1.9352], [0.2693, 0.5052, 2.0104], [0.2118, -1.3908, 1.5785]],
  "gap_ev": 9.529,
  "homo_energy_ev": -8.875,
  "smiles": "N#C[C@]1(N)C=CSC1"
}

Most stable pick: model ii. Distance to second place: 0.0061 hartree.